C22H12F18I2N2O6S2Zr | the ωB97M-V functional and the def2-TZVPD basis

Geometry as ORCA input:
```
! RIJCOSX wB97M-V def2-TZVPD def2/J DEFGRID3
* xyz 0 1
Zr -1.115 -0.406 0.568
C 5.074 2.418 3.101
C 3.869 1.989 2.310
C 3.741 2.290 0.962
C 2.634 1.884 0.241
C 1.606 1.154 0.836
N 0.507 0.709 0.097
C 0.410 0.801 -1.312
C 1.482 0.339 -2.094
C 1.416 0.308 -3.464
C 0.260 0.720 -4.128
C 0.166 0.675 -5.628
C -0.810 1.139 -3.364
C -0.783 1.176 -1.962
C -2.045 1.676 -1.215
O -2.157 1.218 0.089
C -2.021 3.222 -1.163
F -1.946 3.763 -2.388
F -0.945 3.620 -0.475
F -3.104 3.716 -0.563
C -3.359 1.157 -1.885
F -3.647 1.696 -3.078
F -4.409 1.368 -1.100
F -3.244 -0.179 -2.050
C 1.689 0.896 2.225
C 2.821 1.310 2.918
C 0.506 0.262 2.957
O -0.099 -0.731 2.195
C -0.603 1.364 3.256
F -0.398 2.484 2.569
F -0.723 1.686 4.539
F -1.821 0.888 2.852
C 0.870 -0.466 4.280
F 1.774 -1.416 4.036
F 1.362 0.329 5.240
F -0.224 -1.054 4.778
H 5.982 2.350 2.501
H 5.206 1.795 3.985
H 4.979 3.453 3.436
H 4.521 2.849 0.458
H 2.564 2.137 -0.807
H 2.375 0.001 -1.584
H 2.268 -0.046 -4.031
H 1.141 0.834 -6.088
H -0.518 1.436 -6.003
H -0.203 -0.296 -5.963
H -1.698 1.464 -3.883
H 2.907 1.105 3.974
F -2.719 -4.204 2.438
C -3.879 -3.987 1.836
F -4.702 -3.361 2.666
F -4.410 -5.141 1.462
S -3.618 -2.926 0.348
O -2.945 -1.742 0.914
O -4.884 -2.744 -0.258
N -2.619 -3.767 -0.537
S -1.099 -3.407 -0.538
O -0.859 -2.002 -0.961
O -0.328 -3.790 0.602
C -0.546 -4.400 -1.990
F -0.819 -5.675 -1.773
F -1.165 -3.979 -3.079
F 0.761 -4.231 -2.117
I 2.616 -2.453 0.608
I 4.958 -1.280 0.208
*
```

Values from the calculation:
* HOMO energy: -8.1 eV
* calculated total energy: -4643.16172 Ha
* relative energy (zero: lowest compared OMol25 entry of this formula, charge and spin): 33.50 kJ/mol
* Kohn-Sham gap: 6.55 eV
* E_LUMO: -1.539 eV

***

C2H6N4O | the ωB97M-V functional and the def2-TZVPD basis

Geometry as ORCA input:
```
! RIJCOSX wB97M-V def2-TZVPD def2/J DEFGRID3
* xyz 0 1
N 1.232 -0.139 -1.530
N 0.983 -1.265 -0.763
C 0.562 -1.064 0.425
N 0.453 0.205 1.065
N -0.479 0.942 0.355
C -1.812 0.604 0.368
O -2.388 0.013 1.296
H 2.014 -0.317 -2.219
H 1.491 0.568 -0.877
H 0.301 -2.010 1.013
H 0.138 0.207 2.051
H -0.140 1.123 -0.640
H -2.355 1.131 -0.544
*
```

Values from the calculation:
* HOMO energy: -9.4 eV
* calculated total energy: -373.98660 Ha
* relative energy (zero: lowest compared OMol25 entry of this formula, charge and spin): 324.95 kJ/mol
* Kohn-Sham gap: 10.38 eV
* E_LUMO: 0.953 eV
* SMILES string: N/N=C\NNC=O

***

C15H32BO8P | the ωB97M-V functional and the def2-TZVPD basis

Geometry as ORCA input:
```
! RIJCOSX wB97M-V def2-TZVPD def2/J DEFGRID3
* xyz 0 1
C 6.804 1.802 -1.211
C 5.427 2.436 -0.878
C 4.628 2.807 -2.139
C 3.329 3.627 -1.882
C 2.438 3.112 -0.711
C 1.168 2.415 -1.301
C -0.104 3.322 -1.304
P -1.621 2.143 -1.248
B -3.053 0.804 -1.141
O -4.154 0.757 -2.003
O -2.964 -0.210 -0.148
H 6.719 0.958 -1.913
H 7.501 2.521 -1.662
H 7.240 1.435 -0.270
H 4.872 1.692 -0.284
H 5.603 3.288 -0.204
H 5.279 3.441 -2.769
H 4.378 1.933 -2.758
H 2.723 3.544 -2.799
H 3.563 4.698 -1.786
H 2.138 3.930 -0.040
H 2.932 2.368 -0.073
H 1.346 1.977 -2.293
H 0.920 1.565 -0.631
H -0.143 3.990 -2.184
H -0.053 3.947 -0.391
H -1.351 1.965 0.162
H -0.948 1.351 -2.265
H -2.529 3.188 -1.641
H -4.638 -0.025 -1.743
H -2.013 -0.365 -0.053
C -2.539 -5.326 0.112
C -2.192 -4.181 -0.824
C -1.011 -4.447 -1.720
O -0.496 -3.130 -1.944
C -0.842 -2.383 -0.875
O -0.407 -1.297 -0.644
O -1.744 -3.022 -0.101
H -2.215 -6.287 -0.290
H -2.093 -5.183 1.096
H -3.618 -5.386 0.254
H -3.069 -3.889 -1.408
H -1.298 -4.912 -2.662
H -0.235 -5.051 -1.244
C -2.596 0.341 3.206
C -2.287 -1.130 3.423
C -3.488 -1.971 3.760
O -2.915 -3.027 4.538
C -1.793 -2.533 5.118
O -1.186 -3.079 5.977
O -1.458 -1.334 4.581
H -3.625 0.491 2.878
H -2.418 0.927 4.107
H -1.951 0.746 2.426
H -1.756 -1.537 2.558
H -3.979 -2.369 2.873
H -4.226 -1.445 4.372
*
```

Values from the calculation:
* HOMO energy: -7.5 eV
* calculated total energy: -1558.87948 Ha
* relative energy (zero: lowest compared OMol25 entry of this formula, charge and spin): 0.00 kJ/mol
* Kohn-Sham gap: 7.71 eV
* E_LUMO: 0.220 eV
* SMILES string: CCCCCCC[PH3]B(O)O.C[C@@H]1COC(=O)O1.C[C@@H]1COC(=O)O1